# C31H24LiN2O5P2

A structure of composition C31H24LiN2O5P2 (ωB97M-V/def2-TZVPD, the Open Molecules 2025 dataset).

```
65
Properties=species:S:1:pos:R:3
Li 0.33 -0.52 0.49
O 1.24 -0.38 6.43
C 1.07 -0.33 5.07
C 0.84 -1.50 4.34
C 0.65 -1.36 2.98
N 0.70 -0.19 2.36
C 0.96 0.95 3.05
C 1.14 0.90 4.45
C 1.12 2.15 2.28
O 0.69 3.34 2.90
O 0.35 2.11 1.07
C 0.35 -2.58 2.09
O 0.31 -3.69 2.63
O 0.18 -2.31 0.86
H 1.16 -1.30 6.70
H 0.79 -2.48 4.79
H 1.33 1.80 5.01
N -0.32 2.05 -1.88
P 0.79 0.74 -1.78
C 0.62 -0.11 -3.39
C 0.75 -1.50 -3.40
C 0.65 -2.21 -4.59
C 0.39 -1.54 -5.77
C 0.23 -0.15 -5.77
C 0.35 0.55 -4.58
C 2.35 1.66 -2.01
C 2.71 2.57 -1.00
C 3.91 3.26 -1.09
C 4.77 3.04 -2.16
C 4.43 2.12 -3.14
C 3.23 1.43 -3.07
P -1.82 1.88 -1.06
C -1.68 3.08 0.30
C -0.98 2.48 1.49
C -0.74 3.39 2.71
C -1.18 4.80 2.54
C -1.77 5.24 1.43
C -2.03 4.37 0.29
C -2.97 2.75 -2.19
C -2.63 3.12 -3.49
C -3.57 3.70 -4.33
C -4.86 3.92 -3.89
C -5.22 3.55 -2.60
C -4.28 2.96 -1.76
H 0.07 2.97 -1.97
H 0.92 -2.02 -2.46
H 0.75 -3.28 -4.58
H 0.30 -2.09 -6.70
H 0.02 0.37 -6.69
H 0.23 1.63 -4.58
H 2.06 2.71 -0.15
H 4.17 3.95 -0.31
H 5.71 3.58 -2.22
H 5.10 1.94 -3.98
H 2.98 0.72 -3.84
H -1.51 1.57 1.80
H -1.22 2.95 3.60
H -0.96 5.48 3.36
H -2.06 6.29 1.35
H -2.52 4.80 -0.58
H -1.62 2.94 -3.84
H -3.28 3.98 -5.34
H -5.59 4.38 -4.54
H -6.23 3.72 -2.24
H -4.57 2.67 -0.76
```

Total charge   -1
Total energy   -2371.786545 a.u.
F_max   0.1 eV/Å

natural (NBO) population analysis, charges in e, atoms 1 to 4: 0.848 -0.681 0.350 -0.394